No. 1
{"formula": "C20H52BNO14P", "method": "the ωB97M-V functional and the def2-TZVPD basis", "elements": ["P", "O", "O", "O", "O", "O", "O", "O", "O", "O", "O", "O", "O", "O", "O", "N", "C", "C", "C", "C", "C", "C", "C", "C", "C", "C", "C", "C", "C", "C", "C", "C", "C", "C", "C", "C", "B", "H", "H", "H", "H", "H", "H", "H", "H", "H", "H", "H", "H", "H", "H", "H", "H", "H", "H", "H", "H", "H", "H", "H", "H", "H", "H", "H", "H", "H", "H", "H", "H", "H", "H", "H", "H", "H", "H", "H", "H", "H", "H", "H", "H", "H", "H", "H", "H", "H", "H", "H", "H"], "positions_angstrom": [[1.753, 3.335, -1.390], [3.438, -5.351, 3.364], [-2.936, 4.083, -5.162], [0.864, 2.027, -2.200], [-1.832, 6.023, -7.273], [4.177, 1.091, 0.902], [3.522, 0.723, -1.514], [2.223, 2.435, 0.023], [-4.774, 5.909, -6.460], [-0.877, -3.345, 3.295], [4.617, -5.957, 6.134], [3.179, -3.470, 5.757], [-3.246, -3.564, 1.381], [0.328, 3.996, -0.563], [-1.794, -1.059, 1.461], [2.658, 4.711, -0.618], [5.356, -5.977, 4.915], [2.081, -3.985, 5.028], [-0.396, -3.032, 1.988], [-2.010, 0.105, 2.244], [-0.464, -1.571, 1.518], [4.759, -5.071, 3.828], [-5.173, 7.234, -6.122], [2.375, -5.313, 4.320], [-2.558, 2.759, -5.508], [3.624, -2.184, 5.337], [-0.331, 1.727, -1.354], [4.157, -7.229, 6.565], [-1.888, 6.215, -5.859], [-1.842, 4.974, -4.954], [-0.896, 3.266, -1.025], [-2.865, 5.242, -7.880], [-3.327, -3.791, 2.775], [-2.248, -3.063, 3.585], [-4.309, 5.749, -7.786], [-3.052, -4.736, 0.596], [3.279, 1.445, -0.252], [-4.959, 5.007, -8.263], [3.590, 4.777, -1.124], [3.310, -1.940, 4.317], [1.693, -3.251, 4.300], [-4.002, -5.030, 0.141], [1.471, -5.580, 3.759], [6.360, -5.600, 5.154], [-6.264, 7.300, -6.143], [-2.408, -1.989, 3.581], [-2.350, -4.500, -0.208], [-1.095, 3.659, -2.134], [4.716, -2.169, 5.370], [-2.996, 0.021, 2.712], [0.185, -0.949, 2.140], [3.148, -7.105, 6.969], [-1.764, 3.356, -0.240], [4.801, -7.597, 7.366], [-2.734, 6.854, -5.611], [-0.851, -3.702, 1.262], [1.262, 4.108, -2.523], [4.107, -7.962, 5.753], [-2.651, 2.114, -4.633], [-2.388, -3.353, 4.634], [-4.840, 7.447, -5.104], [2.811, 4.509, 0.397], [2.983, 3.193, -2.145], [-4.740, 7.988, -6.787], [-1.544, 2.697, -5.918], [-2.610, 5.205, -8.947], [4.834, -4.021, 4.104], [-4.304, -3.418, 3.102], [1.275, -4.158, 5.748], [-1.915, 5.315, -3.912], [-1.171, 1.045, -1.816], [-1.269, 0.227, 3.042], [-2.641, -5.569, 1.174], [-3.312, -4.869, 3.016], [5.475, -6.993, 4.529], [5.401, -5.169, 2.945], [-0.879, 4.469, -5.063], [3.914, 0.129, 1.123], [3.253, -1.427, 6.033], [-2.015, 0.984, 1.598], [0.664, -3.313, 1.996], [-1.006, 6.818, -5.615], [-0.071, -1.528, 0.493], [4.028, 1.277, -2.182], [-0.117, 1.171, -0.324], [-2.786, 4.212, -7.550], [-3.251, 2.397, -6.273], [-4.419, 6.678, -8.373], [2.497, -6.122, 5.033]], "forces_ev_per_a": [[-0.5602, 3.6407, -0.9330], [0.1078, 0.0397, 0.3873], [0.6102, -0.1512, -0.3236], [-2.0044, -1.1195, 2.9364], [-0.4371, -0.1813, -0.0692], [-2.7266, -1.7657, -1.3837], [0.7377, 2.0331, 1.2915], [3.0223, -4.1783, -1.6089], [0.0123, 0.7531, -0.1795], [-0.3534, 0.0554, -0.0956], [0.0133, -0.6828, -0.4682], [0.1201, 0.4142, -0.4793], [0.2257, -0.7261, 0.0178], [-2.1944, -2.6102, -0.3766], [0.5397, 0.0698, 0.5746], [1.0773, 0.4484, -0.1543], [-0.2035, 0.5032, 0.0883], [-0.0590, -0.0134, -0.2926], [0.1402, -0.0226, -0.2362], [-0.2969, -0.0826, -0.2413], [-0.3343, -0.3239, -0.2115], [0.0698, 0.1472, -0.1244], [-0.0405, -0.4570, 0.1546], [-0.2189, -0.1304, -0.0712], [-0.3545, 0.1273, 0.0690], [0.0112, -0.2170, 0.3470], [-0.6842, 0.8320, 1.0507], [-0.0884, 0.4293, 0.1680], [0.0611, 0.1259, 0.2714], [-0.3041, 0.2913, -0.0395], [2.2306, -0.6240, -1.0411], [0.2524, -0.0727, -0.0739], [0.1837, -0.0578, 0.0865], [0.0741, 0.1038, 0.2228], [0.2051, 0.0793, -0.0526], [-0.1413, 0.4419, -0.0617], [-0.8127, 0.9449, 0.6520], [0.1325, -0.1207, -0.1796], [-1.4631, -0.1551, 1.2340], [-0.0355, -0.0492, 0.0947], [0.2312, -0.1960, 0.1969], [0.0135, -0.1613, 0.0260], [0.1182, 0.2218, -0.0891], [-0.0128, 0.0086, -0.2713], [-0.0231, 0.1464, -0.0783], [-0.1201, 0.1222, -0.3005], [-0.0438, 0.0340, 0.0230], [-0.3155, -0.5137, 2.3998], [-0.0210, -0.0120, 0.0307], [-0.0003, 0.0078, -0.0435], [-0.1181, 0.0657, 0.0875], [0.0737, -0.0045, 0.0174], [1.6388, -0.1048, -1.6809], [0.0551, -0.2055, -0.0032], [-0.2004, -0.1841, 0.0904], [-0.1917, 0.1719, -0.1133], [0.4923, 0.2851, 0.1946], [0.0791, 0.0853, 0.0367], [0.1981, -0.1109, 0.0062], [0.0887, -0.1852, -0.1194], [-0.0163, -0.0501, -0.0251], [0.0346, 0.3219, -1.4224], [-0.1864, -1.4881, -0.0121], [-0.0180, -0.0996, -0.0051], [-0.0532, 0.0484, 0.1473], [-0.0151, 0.2273, 0.0636], [0.0017, -0.0360, 0.3104], [0.0302, 0.0748, 0.2460], [-0.1494, -0.1702, -0.1504], [0.2357, 0.1392, -0.1558], [1.8520, 1.4492, 0.0715], [0.0169, -0.0131, -0.1419], [-0.0512, 0.0818, 0.0251], [0.1406, 0.2401, -0.1937], [-0.1605, -0.0723, 0.0587], [-0.1192, -0.1793, 0.0443], [-0.0723, -0.0854, -0.0434], [0.9516, 2.1829, -0.5539], [-0.0359, 0.1052, -0.1426], [0.1397, 0.1360, 0.1004], [-0.0312, 0.1257, 0.1487], [0.0333, -0.2232, -0.1081], [0.1872, -0.1354, 0.1633], [-1.3367, -0.8550, 1.3386], [0.1678, 1.2271, -2.0115], [-0.2172, -0.0877, 0.2631], [-0.0311, -0.0059, 0.0328], [0.0933, -0.1232, 0.3034], [0.1530, 0.0553, 0.2900]], "de_lowest_kj_mol": 365.19, "total_charge": -1}

No. 2
{"formula": "C41H80BBrCl34I2NO3", "method": "the ωB97M-V functional and the def2-TZVPD basis", "elements": ["I", "I", "Br", "Cl", "Cl", "Cl", "Cl", "Cl", "Cl", "Cl", "Cl", "Cl", "Cl", "Cl", "Cl", "Cl", "Cl", "Cl", "Cl", "Cl", "Cl", "Cl", "Cl", "Cl", "Cl", "Cl", "Cl", "Cl", "Cl", "Cl", "Cl", "Cl", "Cl", "Cl", "Cl", "Cl", "Cl", "O", "O", "O", "N", "C", "C", "C", "C", "C", "C", "C", "C", "C", "C", "C", "C", "C", "C", "C", "C", "C", "C", "C", "C", "C", "C", "C", "C", "C", "C", "C", "C", "C", "C", "C", "C", "C", "C", "C", "C", "C", "C", "C", "C", "C", "B", "H", "H", "H", "H", "H", "H", "H", "H", "H", "H", "H", "H", "H", "H", "H", "H", "H", "H", "H", "H", "H", "H", "H", "H", "H", "H", "H", "H", "H", "H", "H", "H", "H", "H", "H", "H", "H", "H", "H", "H", "H", "H", "H", "H", "H", "H", "H", "H", "H", "H", "H", "H", "H", "H", "H", "H", "H", "H", "H", "H", "H", "H", "H", "H", "H", "H", "H", "H", "H", "H", "H", "H", "H", "H", "H", "H", "H", "H", "H", "H"], "positions_angstrom": [[1.521, 1.799, -0.165], [-3.222, 1.743, 1.881], [-0.832, -1.824, 3.486], [-12.010, 1.668, -0.673], [10.075, -1.740, 2.030], [-6.499, -6.316, 3.816], [-3.097, 11.500, -4.281], [8.191, 6.002, 0.876], [-16.256, 4.364, -0.928], [8.287, 4.118, 3.099], [-12.095, 1.111, -3.533], [10.986, -4.195, 3.311], [12.426, -0.025, 4.750], [-0.885, 8.298, -4.974], [8.064, -0.979, 5.295], [-17.074, 8.225, 3.488], [1.186, 6.717, 0.983], [-13.982, 4.445, 0.894], [1.962, -11.589, -2.353], [-0.653, 5.428, -4.523], [0.803, -7.439, -0.904], [1.229, -9.642, 0.958], [-4.385, -8.798, 2.166], [-16.496, 5.488, 4.312], [-1.866, 0.170, -6.615], [-6.074, -0.693, -4.800], [3.418, -9.782, -4.117], [-1.440, -2.033, -4.753], [3.601, 5.529, 2.104], [-2.930, -6.990, 0.402], [-3.001, 9.616, -2.058], [7.154, 1.477, 4.014], [-9.168, -5.585, 2.900], [14.894, -1.407, 4.046], [-8.543, 0.689, -4.096], [-2.542, 4.192, 6.612], [-4.816, 4.111, 4.789], [-2.585, -1.662, 1.399], [-4.495, 3.114, -3.167], [-0.569, -0.878, 0.612], [-5.266, -3.300, 0.277], [8.508, 0.771, 1.235], [-3.886, 3.220, 6.000], [3.999, -3.535, 0.118], [2.707, -9.994, -2.513], [8.700, 5.747, 2.549], [-7.492, -5.878, 2.421], [-2.488, -1.371, -6.014], [14.182, 0.112, 4.605], [-16.046, 6.810, 3.228], [2.453, 5.504, 0.760], [-15.326, 3.474, 0.283], [10.797, -2.446, 3.481], [1.665, -4.802, 0.820], [-6.786, 0.826, -4.242], [-0.136, 2.075, 2.484], [6.846, 0.974, -1.515], [-3.030, -2.366, -0.872], [0.181, -8.980, -0.303], [5.424, -2.086, -1.712], [-3.980, -3.522, -0.168], [-2.587, 11.245, -2.608], [-2.327, 1.727, -3.697], [-2.999, 3.158, -3.220], [-2.659, 0.466, -2.680], [-1.694, 1.511, 0.266], [5.255, -3.556, -0.946], [8.372, 2.225, 0.423], [3.056, -4.864, -0.065], [-11.366, 2.099, -2.261], [0.634, -3.659, 0.165], [-2.854, -1.002, 0.078], [-1.511, -0.046, -0.210], [-0.618, -3.520, 1.213], [-3.640, -7.203, 2.006], [-1.304, -0.071, -1.860], [-0.356, 2.248, 0.849], [-1.678, 6.855, -4.331], [7.876, 0.770, 5.465], [7.038, -1.692, -1.878], [8.201, 1.862, -1.166], [7.184, -0.222, -2.633], [-1.119, -1.949, 1.464], [8.259, -0.063, -3.083], [0.129, -9.691, -1.132], [-2.755, 3.942, -4.087], [9.783, 5.881, 2.616], [4.418, -3.518, 1.220], [-1.183, 1.903, -3.877], [8.858, 1.220, 5.629], [11.779, -1.996, 3.645], [8.124, 2.888, -1.750], [3.441, -2.512, -0.041], [-11.584, 3.152, -2.460], [-0.443, 0.675, -2.220], [3.492, -9.891, -1.760], [5.131, -4.360, -1.790], [-4.545, 2.959, 6.833], [7.643, -2.532, -2.448], [-3.487, -1.215, -5.600], [1.134, -5.864, 0.930], [9.128, 0.896, 2.238], [-3.195, -0.383, -3.281], [1.269, -2.686, 0.023], [5.988, 1.691, -1.904], [-14.929, 2.563, -0.172], [7.409, 0.418, 1.444], [-0.665, 2.971, 3.055], [-1.505, 11.378, -2.541], [-0.540, 3.419, 0.697], [-3.915, -0.508, -0.078], [-4.708, 3.201, -2.183], [-3.489, 2.310, 5.545], [-6.367, 1.077, -3.264], [-16.156, 6.476, 2.194], [-1.469, -4.230, 0.836], [14.420, 0.901, 3.888], [6.413, 0.397, -0.577], [-7.467, -6.696, 1.696], [6.262, -3.753, -0.345], [-0.944, -1.139, -2.255], [-2.797, 1.497, -4.770], [-5.464, -2.295, 0.073], [-0.818, -8.824, 0.111], [14.601, 0.363, 5.582], [6.349, -0.099, -3.467], [9.331, 2.868, 0.639], [-2.540, 3.604, -2.240], [3.676, -5.799, 0.332], [7.228, 0.977, 6.321], [1.956, -4.500, 1.938], [-3.650, -1.997, -1.823], [10.149, -2.240, 4.337], [9.008, -0.067, 0.563], [-6.549, 1.615, -4.959], [-2.855, -7.100, 2.759], [-2.616, 6.695, -4.869], [7.496, -1.628, -0.779], [4.921, -2.084, -2.772], [-1.883, 7.006, -3.268], [-2.539, -2.082, -6.843], [-0.239, -3.985, 2.245], [7.395, 2.743, 0.818], [0.229, -4.106, -0.865], [-2.106, 2.225, -0.599], [1.944, -9.228, -2.357], [2.988, 5.716, -0.169], [-3.510, -4.604, -0.074], [-15.006, 7.087, 3.418], [-3.089, 11.974, -1.968], [8.198, 6.477, 3.189], [1.993, 4.515, 0.704], [-10.285, 1.940, -2.263], [-15.984, 3.213, 1.116], [-7.088, -4.970, 1.967], [-0.418, 1.018, 2.894], [4.960, -1.201, -1.067], [-3.454, 0.894, -1.898], [9.184, 1.296, -1.532], [1.031, 2.248, 2.666], [-2.014, -2.771, -1.287], [2.725, -5.080, -1.180], [-4.404, -6.437, 2.162]], "forces_ev_per_a": [[-0.6805, -0.0105, 0.0705], [0.3095, 0.0000, -0.9407], [0.5072, 0.9497, 1.2974], [0.0503, 0.0545, 0.0649], [0.2224, -0.1960, 0.3746], [-0.0135, 0.0123, 0.0537], [0.0333, 0.1167, 0.0232], [0.0402, 0.1168, -0.0232], [-0.0766, -0.0548, -0.0068], [0.1669, 0.4699, 0.2396], [0.0672, 0.0633, -0.0640], [0.0477, -0.1453, 0.1165], [0.1466, 0.5177, 0.2446], [-0.0848, 0.0626, 0.0235], [-0.0251, -0.0231, 0.1414], [0.0445, 0.0632, -0.0686], [-0.1122, 0.0436, -0.0891], [-0.0091, -0.0443, 0.0850], [-0.0636, -0.0628, 0.0937], [0.1122, 0.0608, -0.0045], [-0.2218, -0.2316, -0.2867], [-0.0096, -0.0853, 0.0002], [-0.0241, -0.0408, 0.0543], [0.0779, -0.0797, -0.0578], [0.0412, -0.1804, -0.4340], [0.0547, -0.0231, 0.0050], [0.0296, 0.0873, 0.0151], [-0.0670, -0.1574, -0.1788], [0.0764, -0.0766, -0.0402], [0.1288, -0.1250, -0.0273], [0.0144, 0.0330, 0.1347], [-0.2653, -0.1449, 0.5551], [-0.0791, -0.0039, -0.0738], [0.0520, 0.0538, 0.0076], [-0.0850, 0.0331, -0.0262], [0.0265, -0.0682, 0.0680], [-0.0793, -0.0804, -0.0073], [-0.8294, 1.7283, -2.3279], [1.6033, 0.0054, 2.3923], [0.1911, 2.2593, -1.9737], [5.3052, -0.4496, -2.2056], [-0.2450, 0.5230, -0.4125], [-0.0635, -0.4067, 0.0933], [0.1967, -0.2460, -0.3961], [0.0604, 0.3054, 0.2521], [0.1763, 0.1795, 0.2370], [0.1860, 0.1257, -0.4542], [-0.2718, -0.2710, -0.0590], [0.2608, 0.3244, 0.0851], [0.2918, -0.0226, -0.2879], [0.0478, -0.2688, -0.2717], [-0.0730, -0.3989, 0.1332], [0.1804, 0.0127, 0.0874], [0.3906, 0.5880, 0.1561], [0.3057, 0.4484, 0.1605], [1.5351, 0.6531, -0.1295], [0.2852, -0.3848, -0.1302], [-0.8777, 0.7194, -1.4651], [-0.4058, -0.1402, -0.1530], [1.1279, 0.2161, 0.3685], [-2.3870, 1.1582, 0.8809], [0.2047, 0.2365, 0.1579], [-1.0548, 0.2771, -0.4038], [0.7377, 0.5180, -1.5553], [-0.0853, 0.7595, 0.4974], [1.1212, 0.4632, -0.7064], [0.3879, 1.0196, 0.0558], [-0.1571, -1.7046, -0.1168], [-0.5656, -0.6405, 0.8412], [0.2631, 0.2918, -0.0784], [0.3353, -1.7972, 0.8867], [-0.2584, -2.7125, 0.4546], [-1.5532, -2.6271, 0.2773], [1.1085, -1.2042, -0.4444], [0.0288, 0.3570, 0.3241], [0.9255, 0.5157, -0.7537], [-1.8123, 1.4188, 1.8328], [-0.3348, -0.0304, 0.1791], [0.0187, 0.3315, 0.2154], [-0.3431, 0.1611, -0.0646], [-0.0361, 0.6665, 0.1547], [-0.8102, 0.2980, 0.7363], [-1.8515, 0.0195, -0.8232], [-2.2098, -0.3318, 0.8165], [0.1007, 0.1226, 0.2458], [-0.5090, -1.7790, 1.9752], [-0.2827, -0.1058, -0.1104], [-0.8694, -0.0856, -2.1918], [-2.0908, -0.3932, 0.4934], [-0.2183, -0.1592, -0.1552], [-0.4311, -0.4310, -0.2865], [0.2599, -2.1198, 0.9810], [0.7671, -2.1982, 0.3064], [-0.0746, -0.3181, 0.0695], [-1.7253, -1.6235, 1.1235], [-0.1946, -0.1115, -0.2423], [0.1891, 1.3630, 1.8147], [0.1687, 0.2020, -0.2199], [-1.3675, 1.6569, 1.0415], [0.3226, 0.0793, -0.0213], [1.2480, 2.5516, -0.3809], [-1.4849, -0.3740, -2.2487], [1.1496, 1.5603, 1.2595], [-1.5696, -1.7319, 0.1304], [1.8465, -1.4760, 0.7798], [0.0041, 0.3319, 0.0327], [2.3225, 0.4665, -0.1047], [0.8675, -2.1336, -1.2529], [-0.2886, -0.1560, -0.1062], [0.5423, -2.6099, 0.0899], [2.2105, -0.5252, 1.1745], [0.2771, -0.2571, -2.0479], [-0.0189, 0.3133, 0.0106], [-0.0961, -0.1552, -0.3001], [-0.0639, 0.0724, 0.3046], [1.3860, 1.3005, 0.6472], [-0.1483, -0.2890, 0.1079], [1.0179, 1.4541, -1.7426], [-0.0542, 0.1288, 0.2959], [-2.1003, 0.2686, -1.4097], [-1.0074, 2.3737, 1.2150], [0.9748, 0.6458, 2.5739], [0.1531, -0.7763, 0.2944], [0.3210, 0.0657, -0.0357], [-0.1761, -0.1810, -0.2309], [1.9599, -0.5930, 1.4953], [-2.0243, -1.0966, -0.6136], [-0.9210, -1.0235, -1.6609], [-1.1305, 1.8828, -1.0343], [0.0955, -0.1523, -0.2879], [-0.6764, -0.3653, -2.4038], [1.2656, -0.9901, 1.7190], [0.1244, -0.1103, -0.3275], [-0.9491, 2.0496, 1.2241], [-0.0880, -0.2855, 0.1760], [-0.1567, -0.0908, -0.2770], [0.3167, 0.0418, 0.0475], [-0.8947, -0.0435, -2.3375], [0.8899, -0.0316, 2.0672], [0.1838, -0.0067, -0.2762], [0.1369, 0.2255, 0.2089], [-0.9293, 0.9532, -2.3892], [2.0891, -0.7547, -0.8344], [1.0790, 1.1861, 1.9304], [0.8772, -2.0283, 1.8059], [0.2680, -0.2472, -0.1877], [-0.1227, 0.0388, 0.3016], [-1.2018, 2.4787, -0.1102], [-0.3307, -0.0671, 0.0532], [0.0241, -0.2714, -0.2095], [0.0246, -0.2372, -0.2281], [0.1239, 0.2843, 0.1148], [-0.3301, -0.0937, 0.0308], [0.1630, 0.2087, -0.1957], [-0.0580, -0.1439, 0.1810], [0.4243, 2.0107, -0.8720], [0.7608, -1.9991, -1.3417], [1.6296, -1.0913, -1.6016], [-2.1661, 1.1500, 0.7747], [-2.5061, -0.4793, -0.2850], [-1.9196, 0.4840, 1.1406], [0.9881, 0.6397, 2.0701], [0.2199, -0.2468, -0.1502]], "total_charge": -1, "e_tot_ha": -20731.14126}